Entry 1:
Here is a cluster of 10 separate species, C47H123N9O14 in total at a distorted geometry from OMol25. Energies are from the ωB97M-V functional and the def2-TZVPD basis.

Geometry (Å):
C: -17.251 -2.978 5.681
C: -15.798 -3.270 5.298
C: -15.732 -4.197 4.135
O: -15.208 -2.041 4.968
H: -17.844 -2.583 4.853
H: -17.401 -2.253 6.482
H: -17.772 -3.885 5.993
H: -15.268 -3.698 6.156
H: -14.706 -4.436 3.855
H: -16.424 -3.884 3.353
H: -16.158 -5.153 4.458
H: -14.529 -2.195 4.305
C: -22.667 -0.198 8.454
C: -23.143 -0.477 9.909
C: -24.654 -0.696 9.965
O: -25.288 0.445 9.415
C: -26.675 0.520 9.614
N: -22.480 -1.716 10.339
H: -23.131 0.657 7.960
H: -22.903 -1.062 7.831
H: -21.582 -0.078 8.445
H: -22.861 0.322 10.594
H: -25.018 -0.844 10.988
H: -24.969 -1.646 9.519
H: -27.172 -0.372 9.224
H: -27.024 1.412 9.096
H: -26.930 0.634 10.671
H: -21.487 -1.664 10.152
H: -22.796 -2.542 9.827
C: -21.121 -6.614 3.083
C: -19.814 -6.999 3.748
C: -18.575 -6.763 2.907
O: -18.593 -7.464 1.680
C: -17.467 -7.124 0.909
N: -19.725 -6.352 5.062
H: -21.999 -6.810 3.698
H: -21.263 -7.111 2.122
H: -21.110 -5.551 2.830
H: -19.798 -8.079 3.941
H: -17.668 -7.043 3.454
H: -18.459 -5.679 2.789
H: -17.726 -7.445 -0.102
H: -16.595 -7.753 1.115
H: -17.108 -6.095 0.860
H: -20.415 -6.817 5.645
H: -18.870 -6.699 5.500
C: -26.439 -7.728 6.280
C: -24.922 -7.415 6.305
C: -24.077 -8.668 6.131
O: -22.671 -8.298 6.112
C: -21.831 -9.383 6.390
N: -24.626 -6.472 5.232
H: -26.633 -8.394 7.127
H: -26.722 -8.262 5.374
H: -27.102 -6.885 6.475
H: -24.718 -7.061 7.323
H: -24.198 -9.144 5.156
H: -24.286 -9.340 6.967
H: -20.830 -9.072 6.088
H: -22.110 -10.276 5.824
H: -21.852 -9.633 7.454
H: -24.973 -5.563 5.518
H: -23.625 -6.311 5.302
C: -20.972 -3.857 7.412
C: -22.238 -4.581 6.859
C: -23.552 -3.983 7.385
O: -23.472 -3.781 8.791
C: -23.406 -4.970 9.584
N: -22.187 -4.548 5.389
H: -21.018 -3.670 8.487
H: -20.762 -2.958 6.831
H: -20.041 -4.413 7.283
H: -22.235 -5.638 7.136
H: -24.371 -4.683 7.197
H: -23.845 -3.040 6.920
H: -24.073 -5.732 9.176
H: -23.608 -4.681 10.614
H: -22.392 -5.378 9.572
H: -21.327 -5.003 5.111
H: -22.147 -3.578 5.095
C: -17.013 -6.290 7.778
C: -17.670 -7.685 7.786
C: -19.071 -7.577 8.405
O: -18.999 -7.202 9.762
C: -20.229 -6.816 10.328
N: -17.821 -8.088 6.401
H: -16.721 -5.865 8.739
H: -17.636 -5.498 7.359
H: -16.102 -6.304 7.175
H: -17.071 -8.399 8.356
H: -19.631 -8.510 8.291
H: -19.612 -6.787 7.872
H: -20.949 -7.615 10.146
H: -20.659 -5.892 9.924
H: -20.022 -6.565 11.367
H: -18.161 -9.037 6.283
H: -16.869 -8.168 6.057
C: -20.141 -3.058 1.889
O: -19.712 -1.934 1.136
C: -20.753 -1.040 0.835
C: -20.406 -0.289 -0.441
N: -20.606 -1.249 -1.576
C: -20.563 -0.529 -2.859
C: -20.824 -1.426 -4.043
O: -19.832 -2.399 -4.198
C: -19.994 -3.203 -5.327
H: -20.500 -2.883 2.907
H: -19.256 -3.692 1.874
H: -20.958 -3.552 1.355
H: -20.912 -0.331 1.655
H: -21.688 -1.568 0.634
H: -19.351 0.000 -0.411
H: -21.026 0.589 -0.620
H: -19.846 -1.909 -1.477
H: -19.549 -0.115 -2.919
H: -21.224 0.337 -2.879
H: -20.888 -0.724 -4.882
H: -21.757 -1.983 -3.911
H: -20.197 -2.636 -6.238
H: -20.812 -3.922 -5.204
H: -19.102 -3.817 -5.444
C: -23.639 -8.203 9.656
O: -23.276 -7.588 10.859
C: -24.161 -7.755 11.906
C: -23.887 -6.672 12.965
N: -22.435 -6.609 13.211
C: -21.994 -5.502 14.052
C: -21.685 -4.189 13.375
O: -20.382 -4.363 12.849
C: -20.049 -3.347 11.935
H: -22.881 -7.905 8.929
H: -24.563 -7.808 9.220
H: -23.734 -9.279 9.818
H: -24.051 -8.738 12.377
H: -25.195 -7.677 11.556
H: -24.442 -6.891 13.877
H: -24.222 -5.711 12.560
H: -22.008 -6.446 12.307
H: -21.143 -5.891 14.614
H: -22.731 -5.358 14.847
H: -21.716 -3.340 14.067
H: -22.471 -3.899 12.669
H: -20.812 -3.227 11.160
H: -19.132 -3.645 11.425
H: -19.887 -2.362 12.380
C: -25.056 -6.822 -0.147
O: -24.808 -5.450 0.061
C: -24.422 -5.172 1.408
C: -24.421 -3.695 1.758
N: -24.550 -3.523 3.207
C: -24.835 -2.158 3.629
C: -23.664 -1.247 3.495
O: -22.713 -1.688 4.483
C: -21.811 -0.660 4.888
H: -25.692 -6.923 -1.027
H: -25.638 -7.270 0.662
H: -24.113 -7.341 -0.331
H: -23.406 -5.543 1.579
H: -25.114 -5.760 2.013
H: -25.270 -3.220 1.262
H: -23.539 -3.198 1.343
H: -23.752 -3.871 3.723
H: -25.155 -2.179 4.673
H: -25.710 -1.766 3.107
H: -23.938 -0.209 3.712
H: -23.188 -1.166 2.515
H: -21.218 -0.227 4.081
H: -21.119 -0.972 5.670
H: -22.472 0.081 5.346
C: -27.732 -3.213 6.466
O: -28.126 -4.029 7.560
C: -27.327 -3.964 8.720
C: -27.918 -4.758 9.871
N: -27.591 -6.181 9.772
C: -28.166 -7.019 10.798
C: -27.878 -8.476 10.551
O: -28.408 -8.944 9.324
C: -28.333 -10.323 9.168
H: -28.150 -2.226 6.683
H: -28.245 -3.651 5.612
H: -26.659 -3.116 6.291
H: -27.306 -2.910 9.020
H: -26.291 -4.224 8.488
H: -29.004 -4.615 9.920
H: -27.601 -4.387 10.849
H: -27.772 -6.497 8.828
H: -29.245 -6.913 10.966
H: -27.731 -6.731 11.759
H: -28.200 -9.068 11.414
H: -26.798 -8.663 10.545
H: -27.294 -10.671 9.135
H: -28.780 -10.667 8.236
H: -28.794 -10.879 9.990

Properties
Relative energy (zero: lowest compared OMol25 entry of this formula, charge and spin): 107.7 kJ/mol
Energy: -3410.38134 hartree
Charge: 0
Gap between HOMO and LUMO: 8.993 eV



Entry 2:
Here is a structure of composition C22H45Al2NO27S at a distorted geometry from OMol25. Energies are from the ωB97M-V functional and the def2-TZVPD basis.

Geometry (Å):
Al: -5.390 -5.444 -3.714
Al: -7.717 2.672 -4.107
S: -2.056 -0.908 -1.422
O: -1.588 -1.548 -2.658
O: -0.986 -0.505 -0.520
O: -2.922 0.210 -1.826
O: -2.827 -1.988 -0.847
C: 5.270 5.813 -8.505
O: 4.850 5.297 -7.270
C: 4.006 4.238 -7.262
O: 3.540 3.667 -8.220
O: 3.800 3.923 -6.016
C: 3.015 2.791 -5.708
H: 4.460 6.205 -9.120
H: 5.658 4.959 -9.062
H: 6.047 6.577 -8.529
H: 1.944 2.983 -5.639
H: 3.389 2.314 -4.803
H: 3.108 1.995 -6.447
C: 7.615 6.075 6.260
O: 7.297 5.412 5.035
C: 6.577 4.291 5.036
O: 6.267 3.599 6.003
O: 6.042 4.132 3.851
C: 5.230 2.956 3.541
H: 8.226 6.951 6.041
H: 8.059 5.394 6.987
H: 6.725 6.498 6.725
H: 4.765 2.873 2.558
H: 4.358 2.983 4.194
H: 5.627 1.966 3.765
C: -5.381 9.635 0.015
O: -4.257 8.918 0.603
C: -3.797 7.757 0.095
O: -4.315 7.125 -0.788
O: -2.666 7.435 0.729
C: -1.865 6.311 0.352
H: -5.223 9.954 -1.015
H: -5.575 10.479 0.676
H: -6.248 8.976 -0.045
H: -1.801 5.564 1.144
H: -0.844 6.664 0.202
H: -2.331 5.768 -0.470
C: 8.954 -6.544 0.999
O: 7.675 -6.518 0.465
C: 7.100 -5.288 0.226
O: 7.585 -4.185 0.453
O: 5.901 -5.581 -0.227
C: 5.158 -4.453 -0.671
H: 8.967 -6.543 2.089
H: 9.574 -5.685 0.744
H: 9.508 -7.454 0.767
H: 4.394 -4.720 -1.401
H: 5.834 -3.756 -1.167
H: 4.557 -3.909 0.058
C: 0.473 -3.097 -8.520
O: 1.562 -3.905 -8.057
C: 1.442 -4.859 -7.190
O: 0.345 -5.349 -6.795
O: 2.572 -5.385 -6.810
C: 3.832 -4.796 -7.046
H: 0.044 -3.479 -9.446
H: 0.747 -2.051 -8.660
H: -0.284 -3.071 -7.737
H: 4.335 -5.068 -7.974
H: 4.540 -5.098 -6.274
H: 3.794 -3.707 -7.082
C: -5.819 -10.932 4.421
O: -6.114 -10.176 3.249
C: -5.985 -8.860 3.126
O: -6.129 -8.261 2.043
O: -5.661 -8.329 4.286
C: -5.380 -6.943 4.309
H: -6.358 -11.879 4.384
H: -6.111 -10.404 5.328
H: -4.773 -11.237 4.416
H: -6.254 -6.296 4.382
H: -4.737 -6.604 3.497
H: -4.789 -6.663 5.180
C: -7.039 2.298 3.460
O: -7.919 3.322 3.884
C: -8.708 3.932 3.047
O: -8.786 3.660 1.853
O: -9.407 4.879 3.756
C: -10.269 5.763 3.125
H: -6.572 1.782 4.300
H: -6.249 2.795 2.897
H: -7.476 1.529 2.824
H: -9.707 6.381 2.424
H: -10.664 6.392 3.923
H: -11.097 5.251 2.636
C: 0.451 -2.507 5.520
N: 1.152 -2.671 6.813
O: 0.640 -2.254 7.868
O: 2.286 -3.217 6.752
H: -0.597 -2.296 5.730
H: 0.583 -3.374 4.873
H: 0.796 -1.546 5.138

Properties
Relative energy (zero: lowest compared OMol25 entry of this formula, charge and spin): 15.8 kJ/mol
Energy: -3832.47142 hartree
Charge: +4
Gap between HOMO and LUMO: 0.911 eV



Entry 3:
Here is a structure of composition C47H53BrKN6O6PS2 at a distorted geometry from OMol25. Energies are from the ωB97M-V functional and the def2-TZVPD basis.

Geometry (Å):
K: -0.279 0.016 -1.106
Br: -6.380 0.379 -6.107
C: -4.580 0.490 -5.418
C: -4.032 1.759 -5.243
C: -2.834 1.896 -4.679
C: -2.050 0.809 -4.159
O: -0.993 1.053 -3.511
C: -2.602 -0.497 -4.417
C: -2.149 -1.711 -3.752
N: -1.294 -1.770 -2.820
C: -1.023 -3.006 -2.193
C: -0.554 -4.048 -2.931
C: -0.048 -5.199 -2.282
C: 0.035 -5.257 -0.933
C: -0.481 -4.212 -0.155
C: -0.221 -4.100 1.280
C: -0.741 -3.082 1.954
C: -1.730 -2.162 1.344
N: -1.732 -2.077 -0.112
C: -1.146 -3.060 -0.744
C: -3.824 -0.598 -5.044
H: -4.579 2.656 -5.564
H: -2.373 2.877 -4.577
H: -2.690 -2.622 -4.098
H: -0.334 -3.888 -4.011
H: 0.467 -5.940 -2.897
H: 0.483 -6.006 -0.362
H: 0.460 -4.802 1.790
H: -0.520 -2.944 3.021
H: -1.604 -1.145 1.769
H: -4.274 -1.614 -5.145
N: -1.619 2.725 -0.891
C: -1.771 4.105 -1.388
C: -0.728 4.577 -2.410
C: 0.691 4.841 -1.872
C: 1.309 3.623 -1.267
N: 1.471 2.459 -2.099
H: -1.700 2.103 -1.698
H: -2.408 2.501 -0.306
H: -1.680 4.810 -0.570
H: -2.748 4.222 -1.829
H: -1.053 5.503 -2.909
H: -0.630 3.845 -3.200
H: 0.584 5.643 -1.118
H: 1.272 5.253 -2.762
H: 0.746 3.274 -0.377
H: 2.293 3.885 -0.838
H: 2.053 2.661 -2.938
H: 0.542 2.188 -2.547
C: 0.824 0.241 4.440
O: 1.198 1.605 4.461
C: 0.240 2.482 4.960
C: 0.520 3.904 4.535
O: 0.413 4.109 3.128
C: -0.845 3.639 2.659
H: 0.873 -0.233 5.465
H: 1.431 -0.303 3.732
H: -0.245 0.148 4.206
H: 0.309 2.504 6.062
H: -0.773 2.145 4.734
H: 1.539 4.213 4.840
H: -0.105 4.576 5.113
H: -1.715 4.084 3.150
H: -0.948 2.542 2.717
H: -0.931 3.968 1.641
N: -3.653 -0.062 -1.199
C: -4.171 0.530 -0.081
C: -5.525 0.853 0.024
C: -5.939 1.602 1.158
C: -5.015 1.944 2.120
C: -3.723 1.504 1.913
N: -3.282 0.875 0.841
H: -4.364 -0.299 -1.873
H: -2.950 -0.758 -1.008
H: -6.221 0.595 -0.729
H: -7.038 1.838 1.205
H: -5.245 2.494 2.988
H: -2.972 1.708 2.682
C: 5.445 -4.660 2.409
C: 4.440 -4.114 3.198
C: 3.555 -3.206 2.693
C: 3.544 -2.883 1.312
C: 4.479 -3.542 0.527
C: 5.456 -4.393 1.058
P: 2.386 -1.612 0.706
C: 2.662 -1.713 -1.066
C: 3.334 -0.719 -1.825
C: 3.484 -0.894 -3.219
C: 3.078 -2.084 -3.822
C: 2.431 -3.035 -3.084
C: 2.206 -2.837 -1.710
C: 3.385 -0.154 1.088
C: 4.785 -0.118 1.064
C: 5.437 1.045 1.332
C: 4.732 2.205 1.676
C: 3.373 2.195 1.748
C: 2.696 0.993 1.458
H: 6.197 -5.291 2.871
H: 4.454 -4.367 4.249
H: 2.868 -2.683 3.392
H: 4.449 -3.331 -0.548
H: 6.226 -4.890 0.456
H: 3.712 0.221 -1.486
H: 3.911 -0.070 -3.746
H: 3.137 -2.204 -4.914
H: 2.159 -3.979 -3.557
H: 1.674 -3.552 -1.135
H: 5.293 -1.035 0.861
H: 6.506 1.000 1.315
H: 5.399 3.034 1.848
H: 2.805 3.071 2.047
H: 1.656 0.923 1.601
O: -2.693 -0.619 3.880
S: -3.178 -1.989 4.084
O: -4.535 -2.096 4.607
O: -2.239 -2.852 4.788
S: -3.401 -2.623 2.077

Properties
Energy: -6914.51874 hartree
Charge: -2
Gap between HOMO and LUMO: 4.790 eV



Question: The lowest gap between HOMO and LUMO belongs to which entry?
Answer: C22H45Al2NO27S



Question: Which of these has the lowest gap between HOMO and LUMO?
Answer: C22H45Al2NO27S



Question: Which of these has the lowest gap between HOMO and LUMO?
Answer: C22H45Al2NO27S